[1]
# CH7N4S

A 2-piece molecular cluster, CH7N4S overall in a non-equilibrium geometry (ωB97M-V/def2-TZVPD, OMol25).

The energy above the lowest of the compared OMol25 structures with the same formula, charge and spin is 73.95 kcal/mol. For the HOMO energy (spin up / spin down), the calculation gives -11.9 / -11.9 eV. As for the total charge: +1. The value obtained for the frontier orbital gap (spin up / spin down) is 6.6 / 6.5 eV. For the lowest unoccupied orbital energy (spin up / spin down), the calculation gives -5.339 / -5.342 eV.

Geometry (Å):
1 C -1.059195 -0.122530 0.152007
2 N -1.391469 0.072454 1.418668
3 N -1.677211 -0.957808 -0.673436
4 N 1.501943 0.412047 -0.648856
5 N 1.669097 1.648402 -0.513664
6 S 2.220861 -0.792469 0.238945
7 H -2.061994 -0.591533 1.831165
8 H -2.355335 -1.689255 -0.477370
9 H -0.816244 0.547709 2.060225
10 H 1.098301 2.064317 -1.222675
11 H 2.206233 1.952351 0.305781
12 H -1.635772 -0.890738 -1.702810
13 H 2.300782 -1.652949 -0.767975

Atomic forces in eV per Å
1.351 1.540 -1.201
-1.756 -2.802 -0.887
-0.671 -0.534 -0.599
-0.408 -1.707 -1.247
0.477 -2.221 1.297
0.441 1.179 0.831
0.161 0.583 0.256
-0.253 0.241 0.871
0.658 0.642 0.395
0.036 1.764 0.093
-0.447 1.124 -0.524
0.825 0.409 1.154
-0.414 -0.219 -0.440

Calculated atomic charges, method Mulliken, unit e: 0.02 -0.32 -0.35 0.02 -0.12 0.04 0.20 0.19 0.22 0.31 0.29 0.25 0.24

=====

[2]
# CH7N5

An isolated ion of composition CH7N5 and charge +2 in a non-equilibrium geometry (ωB97M-V/def2-TZVPD, OMol25).

The energy above the lowest of the compared OMol25 structures with the same formula, charge and spin is 2.30 kcal/mol. For the HOMO energy, the calculation gives -20.8 eV. As for the total charge: +2. The value obtained for the frontier orbital gap is 10.9 eV. For the lowest unoccupied orbital energy, the calculation gives -9.845 eV. As for the SMILES: [NH2+]=NN/C=N\[NH3+].

Geometry (Å):
1 N -1.393444 -1.084157 -1.658884
2 N -0.714465 -0.586720 -0.777274
3 N -0.510039 0.686362 -0.742056
4 C 0.492894 1.312976 0.154079
5 N 1.098425 0.976536 1.145299
6 N 1.144959 -0.304425 1.808458
7 H -1.771550 -0.503014 -2.445460
8 H -1.540342 -2.135952 -1.700013
9 H -0.974389 1.295279 -1.469129
10 H 0.606293 2.288194 -0.344674
11 H 0.267580 -0.836948 2.148723
12 H 1.834289 -0.044379 2.718132
13 H 1.459790 -1.063751 1.162797

Atomic forces in eV per Å
-1.739 -1.218 -2.632
1.650 0.426 2.217
-0.118 -0.069 -0.311
-3.270 0.839 -4.500
1.682 -1.054 2.821
0.418 -0.581 2.078
0.051 -0.656 0.569
0.303 1.566 0.291
0.742 -0.421 0.896
0.556 0.036 1.072
0.695 1.899 -0.076
-2.023 -1.558 -2.923
1.054 0.790 0.497

Calculated atomic charges, method Mulliken, unit e: -0.47 0.30 0.09 0.02 -0.24 -0.28 0.29 0.33 0.32 0.36 0.42 0.46 0.40

=====

[3]
# CH7NO2

A 5-piece molecular cluster, CH7NO2 overall in a non-equilibrium geometry (ωB97M-V/def2-TZVPD, OMol25).

The energy above the lowest of the compared OMol25 structures with the same formula, charge and spin is 277.77 kcal/mol. For the HOMO energy, the calculation gives -7.0 eV. The value obtained for the frontier orbital gap is 5.8 eV. For the lowest unoccupied orbital energy, the calculation gives -1.180 eV.

Geometry (Å):
1 O 1.592044 3.075160 0.416641
2 H -1.047388 -1.640634 0.832539
3 H -1.362158 0.819583 -0.405368
4 H -1.001279 0.847367 0.488159
5 N -0.542721 -2.482799 -1.183371
6 C -0.260756 -1.973378 -0.027111
7 O 0.454978 -1.293738 -0.921076
8 H 1.947380 2.578617 -0.343082
9 H 1.942620 3.504529 1.220539
10 H -0.800388 -0.266412 1.846527
11 H -0.922329 -3.168295 -1.924392

Atomic forces in eV per Å
-1.923 0.282 -0.070
1.745 1.226 1.152
1.429 0.439 3.182
-1.527 -0.322 -3.541
-0.817 -0.750 -0.574
-1.883 -1.719 0.023
0.164 -0.098 -1.008
0.960 0.816 1.649
0.960 -1.091 -1.577
-0.587 -0.883 -0.672
1.480 2.100 1.436

Calculated atomic charges, method Mulliken, unit e: -0.66 0.19 0.10 -0.22 -0.26 0.14 -0.20 0.33 0.33 -0.10 0.36

=====

[4]
# CH7NO2PS2

An isolated ion of composition CH7NO2PS2 and charge +1 in a non-equilibrium geometry (ωB97M-V/def2-TZVPD, OMol25).

The energy above the lowest of the compared OMol25 structures with the same formula, charge and spin is 19.32 kcal/mol. For the HOMO energy, the calculation gives -13.9 eV. As for the total charge: +1. The value obtained for the frontier orbital gap is 9.1 eV. For the lowest unoccupied orbital energy, the calculation gives -4.799 eV.

Geometry (Å):
1 C -1.871887 0.328534 0.834974
2 N -1.625168 -0.902926 0.145124
3 O 2.221873 1.504535 -0.395334
4 O 1.100879 -0.389029 -1.622559
5 P 1.177788 0.350309 -0.182873
6 S -0.475452 1.549027 0.279130
7 S 2.283165 -1.177803 0.769874
8 H -2.659817 0.938443 0.583926
9 H -1.724155 0.278758 1.928647
10 H -1.097954 -1.503151 0.837515
11 H -2.293997 -1.408561 -0.290268
12 H 2.151779 -2.295487 -0.186503
13 H 2.063647 2.465643 -0.305629
14 H 0.749296 0.261714 -2.396027

Atomic forces in eV per Å
3.052 -1.179 0.293
3.698 1.054 3.839
0.537 0.402 0.217
-1.528 2.768 -1.327
0.248 -0.374 -2.393
0.613 -0.874 0.432
-0.747 -0.996 -0.721
-2.287 0.754 -0.688
-0.288 -0.011 -0.618
-1.024 0.519 -1.452
-2.928 -1.418 -1.559
-0.173 2.221 1.270
-0.221 -0.696 0.150
1.049 -2.170 2.557

Calculated atomic charges, method Mulliken, unit e: -0.38 -0.48 -0.46 -0.53 1.02 -0.13 -0.24 0.42 0.29 0.25 0.20 0.27 0.37 0.39

=====

[5]
# CH7NO3Si

CH7NO3Si in the gas phase in a non-equilibrium geometry (ωB97M-V/def2-TZVPD, OMol25).

The energy above the lowest of the compared OMol25 structures with the same formula, charge and spin is 29.39 kcal/mol. For the HOMO energy, the calculation gives -8.6 eV. The value obtained for the frontier orbital gap is 9.1 eV. For the lowest unoccupied orbital energy, the calculation gives 0.562 eV. As for the SMILES: N[SiH2]C(O)(O)O.

Geometry (Å):
1 N -0.511102 -1.374772 1.492684
2 Si 0.898242 -0.445383 1.141940
3 C 0.052438 0.694721 -0.612894
4 O -1.253959 0.077223 -0.908464
5 O -0.004255 2.011262 -0.332902
6 O 0.743746 0.431050 -1.793168
7 H -0.596163 -2.006498 0.716461
8 H -1.276925 -1.069201 2.047317
9 H 1.960632 -1.387557 0.784756
10 H 0.718234 0.575133 2.162329
11 H -1.646292 0.546816 -1.641261
12 H 0.023305 2.546756 -1.196626
13 H 0.892098 -0.599550 -1.860173

Atomic forces in eV per Å
2.447 -0.612 -0.193
-4.061 1.609 -1.632
-0.063 -3.724 0.846
0.719 0.317 1.904
0.161 1.676 -1.825
1.878 -2.089 -0.889
-1.391 -0.411 0.298
-0.584 -0.075 -0.255
0.485 0.325 0.004
1.205 0.367 0.463
-0.047 0.405 -0.501
-0.113 -1.085 1.570
-0.638 3.297 0.210

Calculated atomic charges, method Mulliken, unit e: -0.48 0.32 0.36 -0.46 -0.46 -0.54 0.23 0.25 -0.07 -0.09 0.27 0.32 0.36

=====

[6]
# CH7NO4

A 3-piece molecular cluster, CH7NO4 overall (ωB97M-V/def2-TZVPD, OMol25).

The energy above the lowest of the compared OMol25 structures with the same formula, charge and spin is 18.53 kcal/mol. For the HOMO energy, the calculation gives -10.3 eV. The value obtained for the frontier orbital gap is 10.7 eV. For the lowest unoccupied orbital energy, the calculation gives 0.395 eV. As for the SMILES: NC(=O)O.O.O.

Geometry (Å):
1 N -0.414589 -0.754839 0.081438
2 C -0.087021 -0.278587 1.312284
3 O -0.359361 -0.792481 2.361111
4 O 0.717370 0.854997 1.254318
5 H -0.503910 -1.736905 -0.090481
6 H -0.606562 -0.133633 -0.692577
7 H 1.328410 0.711416 1.988514
8 O -0.277054 2.255018 -1.025635
9 H 0.394940 2.936325 -1.132772
10 H 0.004925 1.822887 -0.205517
11 O 0.195788 -1.621553 -2.930464
12 H 1.037511 -1.434732 -3.359560
13 H 0.348217 -2.476641 -2.510717

Atomic forces in eV per Å
-0.163 0.698 -0.399
0.219 -0.453 -0.181
0.319 -0.234 0.181
-0.316 -0.588 -0.114
-0.498 -0.002 0.430
0.557 -0.132 -0.057
-0.161 0.531 0.227
0.137 -0.061 0.191
-0.109 0.022 -0.180
0.031 0.259 -0.085
0.132 -0.241 0.101
-0.064 0.148 -0.025
-0.086 0.054 -0.090

Calculated atomic charges, method Mulliken, unit e: -0.26 0.57 -0.53 -0.57 0.18 0.20 0.33 -0.65 0.31 0.40 -0.63 0.32 0.32